Computed, not measured: a 2-piece molecular cluster, C3H8S overall, with wB97M-V/def2-TZVPD.

Element x y z (Å)
1 C 0.4400 -0.0718 -1.3493
2 C -0.5641 -0.5089 -0.1720
3 S 2.3529 0.2839 1.5056
4 C -0.6461 0.4350 1.0796
5 H 0.8953 0.8943 -1.2196
6 H 1.3232 -0.8309 -1.3535
7 H -0.0939 -0.1138 -2.3038
8 H -1.5438 -0.7552 -0.5703
9 H -0.2712 -1.3842 0.2239
10 H -0.9068 1.4383 0.8002
11 H 0.3714 0.5571 1.5085
12 H -1.3570 0.0561 1.8507

Force components x, y, z for each atom (eV/Å):
0.2 -2.3 1.1
0.0 3.4 -0.9
-0.8 0.1 0.1
-0.7 -1.0 -1.5
-0.1 0.5 0.2
-1.6 1.3 -0.2
0.3 0.0 0.1
-0.3 0.6 -0.1
1.4 -3.3 1.1
-0.2 0.6 0.0
0.9 -0.1 0.6
0.9 0.2 -0.4

The calculation puts the highest occupied orbital energy at -9.571 eV. The LUMO energy comes out at -3.06 eV. The value obtained for the relative energy (zero: lowest compared OMol25 entry of this formula, charge and spin) is 395.0 kJ/mol. Its gap between HOMO and LUMO is 6.5156 eV.

Results of the Löwdin charge analysis, in e, for atoms 1 through 8:
1. C -0.1239
2. C -0.2775
3. S 0.1847
4. C -0.1137
5. H 0.0321
6. H 0.0835
7. H 0.0540
8. H 0.0944